[1]
A structure of composition C42H63ClN2O5P2ReSi. Source: OMol25; level of theory: wB97M-V/def2-TZVPD.

Each line ends with the Löwdin charge.
Cartesian coordinates (Å):
Re  -0.3202  -0.4329  0.4175  1.131
C  0.9939  1.6240  2.9347  -0.160
Si  0.4622  1.8812  1.1502  0.572
C  -0.8991  3.1479  1.0954  -0.300
C  -0.7377  4.4593  1.5617  -0.075
C  -1.7738  5.3716  1.4822  -0.038
C  -3.0074  4.9819  0.9682  -0.032
C  -3.1981  3.6769  0.5568  -0.071
C  -2.1402  2.7673  0.6054  -0.366
P  -2.4244  1.0002  0.3294  1.027
C  -3.2737  0.7380  -1.2702  -0.390
C  -4.7610  1.1719  -1.4163  -0.159
C  -5.0519  2.4405  -2.2296  -0.189
C  -4.1506  2.5946  -3.4456  -0.187
C  -2.6919  2.5631  -3.0133  -0.185
C  -2.3486  1.2018  -2.4216  -0.206
C  -3.5612  0.6615  1.7566  -0.397
C  -2.7621  0.6838  3.0660  -0.211
C  -3.6913  0.6572  4.2803  -0.181
C  -4.6667  -0.5130  4.2225  -0.191
C  -5.4490  -0.4988  2.9135  -0.180
C  -4.5016  -0.5510  1.7139  -0.194
C  1.8095  2.4862  -0.0091  -0.284
C  2.2121  3.8232  -0.0900  -0.056
C  3.1738  4.2214  -1.0036  -0.033
C  3.7557  3.2930  -1.8598  -0.033
C  3.3860  1.9633  -1.7836  -0.085
C  2.4246  1.5660  -0.8562  -0.379
P  1.9559  -0.1523  -0.6128  1.026
C  3.3232  -1.0140  0.2930  -0.391
C  3.2961  -0.8746  1.8278  -0.206
C  4.0094  0.3651  2.3607  -0.200
C  5.4582  0.3992  1.8997  -0.183
C  5.4841  0.4631  0.3811  -0.181
C  4.7534  -0.7272  -0.2412  -0.169
C  1.7493  -1.0426  -2.2203  -0.388
C  2.9588  -1.6990  -2.9280  -0.182
C  3.7254  -0.8693  -3.9646  -0.177
C  2.8229  0.1057  -4.7398  -0.178
C  1.3574  -0.2999  -4.6337  -0.176
C  0.8984  -0.1724  -3.1806  -0.203
H  1.8753  2.2496  3.0950  0.051
H  1.2652  0.6080  3.2229  0.020
H  0.1920  1.9608  3.5907  0.039
H  0.1930  4.7736  2.0186  0.107
H  -1.6318  6.3844  1.8353  0.120
H  -3.8240  5.6898  0.9188  0.121
H  -4.1771  3.3619  0.2270  0.095
H  -3.2867  -0.3488  -1.3135  0.062
H  -5.2391  1.2530  -0.4397  0.096
H  -5.2616  0.3401  -1.9177  0.126
H  -4.9576  3.3388  -1.6180  0.094
H  -6.0988  2.4002  -2.5338  0.121
H  -4.3781  3.5300  -3.9574  0.120
H  -4.3391  1.7881  -4.1621  0.124
H  -2.5043  3.3591  -2.2864  0.111
H  -2.0310  2.7499  -3.8616  0.118
H  -1.3053  1.1972  -2.0869  0.068
H  -2.4147  0.4568  -3.2203  0.126
H  -4.1838  1.5644  1.7321  0.116
H  -2.1333  1.5761  3.1126  0.094
H  -2.0997  -0.1937  3.0923  0.106
H  -4.2544  1.5958  4.3062  0.125
H  -3.0953  0.6246  5.1938  0.118
H  -5.3464  -0.4738  5.0741  0.118
H  -4.1146  -1.4561  4.3030  0.119
H  -6.0612  0.4079  2.8635  0.123
H  -6.1359  -1.3445  2.8649  0.120
H  -5.0720  -0.5794  0.7853  0.106
H  -3.9325  -1.4764  1.7672  0.091
H  1.7606  4.5763  0.5398  0.094
H  3.4620  5.2628  -1.0608  0.121
H  4.4998  3.6080  -2.5792  0.124
H  3.8565  1.2408  -2.4341  0.087
H  3.1033  -2.0561  0.0382  0.087
H  3.8022  -1.7557  2.2376  0.128
H  2.2726  -0.9111  2.2016  0.054
H  3.9425  0.3698  3.4504  0.124
H  3.5086  1.2713  2.0046  0.088
H  5.9784  -0.4977  2.2519  0.123
H  5.9784  1.2566  2.3272  0.121
H  6.5083  0.4654  0.0048  0.125
H  5.0343  1.4067  0.0699  0.097
H  5.3314  -1.6257  0.0011  0.132
H  4.7681  -0.6492  -1.3277  0.079
H  1.1449  -1.8956  -1.8941  0.076
H  2.5281  -2.5553  -3.4521  0.120
H  3.6439  -2.1374  -2.2030  0.093
H  4.1801  -1.5770  -4.6591  0.120
H  4.5679  -0.3437  -3.5099  0.091
H  3.1367  0.1558  -5.7816  0.118
H  2.9238  1.1186  -4.3378  0.097
H  1.2136  -1.3224  -4.9939  0.124
H  0.7342  0.3407  -5.2588  0.121
H  -0.1518  -0.4383  -3.0896  0.079
H  0.9903  0.8865  -2.9122  0.100
N  0.6512  -2.2079  0.9135  0.032
C  0.9644  -3.3154  1.0782  -0.187
N  1.3450  -4.5268  1.2513  -0.031
C  1.8401  -5.3530  0.1202  -0.063
C  0.9974  -6.6142  0.0469  -0.170
O  1.0071  -7.2790  1.2913  -0.098
C  0.3844  -6.5099  2.2975  -0.169
C  1.1624  -5.2293  2.5484  -0.060
H  2.8826  -5.5983  0.3266  0.142
H  1.7761  -4.7679  -0.7967  0.134
H  1.4228  -7.2951  -0.6881  0.143
H  -0.0300  -6.3694  -0.2480  0.129
H  0.3785  -7.1117  3.2045  0.143
H  -0.6510  -6.2798  2.0178  0.136
H  2.1540  -5.4479  2.9458  0.142
H  0.6360  -4.5660  3.2327  0.140
O  -1.9473  -1.7841  0.9264  -0.486
Cl  -2.0225  -2.5713  -0.3571  0.766
O  -1.4886  -3.8645  -0.1840  -0.231
O  -3.3293  -2.5825  -0.8646  -0.194
O  -1.0990  -1.7197  -1.1984  -0.434

Output
* <S²>: 0.90
* largest force on an atom: 0.7 eV/A
* multiplicity: 2
* gap between HOMO and LUMO (spin up / spin down): 0.254 / 0.254 Ha
* charge: +2

[2]
A structure of composition C42H64BrGeN6PSSnTe in a non-equilibrium geometry. Source: OMol25; level of theory: wB97M-V/def2-TZVPD.

Each line ends with the Löwdin charge.
Cartesian coordinates (Å):
Sn  2.1603  -3.5615  2.0471  1.019
Br  3.4856  -1.4052  1.1416  0.709
C  4.9451  -2.6856  0.6526  -0.481
C  5.8424  -2.2900  -0.3180  -0.105
C  7.0506  -3.0305  -0.5387  -0.041
C  7.3360  -4.1240  0.2455  0.007
C  6.3902  -4.5410  1.2603  -0.154
C  6.7233  -5.7385  1.9881  -0.006
C  5.7281  -6.2897  2.7893  -0.057
C  4.3982  -5.7651  2.7781  -0.136
C  4.1642  -4.5394  2.2545  -0.360
C  5.1813  -3.8515  1.5124  -0.240
H  5.5024  -1.3855  -0.8248  0.101
H  7.7475  -2.5133  -1.2074  0.121
H  8.2277  -4.7176  0.1861  0.116
H  7.6721  -6.2824  1.8955  0.128
H  5.9953  -7.1423  3.5015  0.138
H  3.6016  -6.3662  3.2540  0.112
Te  -1.3532  1.0094  0.9683  1.297
C  -2.9839  2.1720  1.6714  -0.833
C  -3.3964  3.2118  0.8572  -0.228
C  -4.5833  3.8568  1.3631  -0.154
C  -4.9752  3.3625  2.5707  -0.401
S  -3.9623  2.1005  3.1527  0.939
H  -2.7583  3.3988  -0.0008  0.067
H  -5.0974  4.6567  0.8798  0.104
H  -5.6950  3.8093  3.2528  0.085
C  4.3047  2.6755  4.9382  -0.126
C  2.7956  2.8594  4.7299  -0.265
C  2.4510  2.4276  3.2711  -0.306
C  1.2793  3.1214  2.5836  -0.366
Ge  0.8114  2.5259  0.8136  0.747
C  0.2559  4.2157  -0.0627  -0.332
C  1.3536  5.0890  -0.6785  -0.282
C  1.6248  4.8222  -2.1633  -0.283
C  2.7343  5.7127  -2.7281  -0.103
H  4.6452  2.7501  6.0117  0.090
H  4.8688  3.4274  4.3833  0.071
H  4.5641  1.6604  4.5186  0.080
H  2.3398  3.8323  4.9884  0.113
H  2.3457  2.1134  5.4434  0.096
H  2.3120  1.3402  3.4027  0.090
H  3.3938  2.4924  2.6680  0.111
H  1.4243  4.1899  2.3813  0.079
H  0.3468  2.8979  3.1324  0.069
H  1.8319  1.5064  0.2544  -0.046
H  -0.1655  4.7576  0.7584  0.064
H  -0.5067  4.0008  -0.7308  0.019
H  2.2762  4.9490  -0.1151  0.099
H  1.1216  6.1854  -0.5854  0.135
H  0.6954  4.8721  -2.8012  0.121
H  1.9364  3.7351  -2.2960  0.115
H  3.5627  5.6299  -2.1010  0.046
H  2.4137  6.7338  -2.6949  0.073
H  3.1197  5.3210  -3.6849  0.089
N  -0.2642  -2.4246  4.1722  0.124
C  1.0313  -2.0860  4.6396  -0.357
C  1.0448  -1.2196  5.7408  -0.040
C  2.1914  -0.9811  6.4265  -0.039
C  3.3942  -1.5643  5.9611  -0.040
C  3.3313  -2.4597  4.9062  -0.071
N  2.1970  -2.4909  4.0469  -0.115
H  -0.9329  -2.0816  4.8279  0.085
H  -0.4290  -3.3189  3.6654  0.087
H  0.1304  -0.7157  6.0891  0.133
H  2.1315  -0.4511  7.3856  0.135
H  4.3840  -1.4396  6.4162  0.124
H  4.1202  -3.0882  4.5633  0.095
N  -2.0065  1.0892  -0.9588  -0.492
P  -2.6263  0.0446  -1.9790  0.623
N  -3.6128  0.9126  -3.0782  -0.177
C  -4.6734  0.4016  -3.9392  -0.246
C  -4.7327  0.8329  -5.3755  -0.203
C  -4.6493  2.3295  -5.5704  -0.186
C  -4.4098  2.9841  -4.1967  -0.171
C  -3.2590  2.2688  -3.4328  -0.219
N  -1.4738  -0.7833  -2.8772  -0.218
C  -1.9731  -1.7369  -3.9132  -0.220
C  -0.9309  -2.7707  -4.1661  -0.210
C  0.4666  -2.2613  -4.4115  -0.182
C  0.8384  -1.0645  -3.4821  -0.182
C  -0.2852  -0.0830  -3.3239  -0.254
N  -3.4521  -1.1936  -1.2382  -0.240
C  -2.8519  -2.4200  -0.8174  -0.218
C  -3.9613  -3.5488  -0.8352  -0.141
C  -4.9542  -3.2623  0.3193  -0.175
C  -5.0546  -1.7453  0.6111  -0.174
C  -4.7195  -0.8323  -0.5997  -0.207
H  -5.6657  0.6090  -3.4718  0.124
H  -4.6686  -0.7400  -3.9512  0.126
H  -5.5974  0.3304  -5.8265  0.120
H  -3.9191  0.2942  -5.9836  0.127
H  -5.6308  2.6965  -5.9475  0.121
H  -3.8897  2.6644  -6.2876  0.114
H  -5.3172  2.9681  -3.6254  0.105
H  -4.1358  4.0232  -4.2656  0.108
H  -3.1448  2.8017  -2.4883  0.082
H  -2.3372  2.4655  -3.9974  0.119
H  -2.3256  -1.1820  -4.8047  0.119
H  -2.8546  -2.2975  -3.5167  0.111
H  -1.3253  -3.5131  -4.8932  0.130
H  -1.0294  -3.4434  -3.2398  0.125
H  0.6852  -2.0804  -5.4462  0.104
H  1.1328  -3.1098  -4.1216  0.118
H  1.7507  -0.5234  -3.8342  0.122
H  1.0537  -1.5384  -2.4803  0.118
H  -0.4747  0.4408  -4.2761  0.125
H  -0.0157  0.7337  -2.5789  0.111
H  -2.5100  -2.2478  0.2361  0.106
H  -1.9000  -2.6602  -1.3885  0.112
H  -3.5086  -4.5243  -0.5867  0.109
H  -4.4566  -3.5947  -1.8212  0.116
H  -4.6765  -3.8877  1.1887  0.116
H  -5.9722  -3.4619  0.1055  0.094
H  -4.4727  -1.2456  1.5337  0.138
H  -6.0249  -1.3840  0.8403  0.088
H  -4.7300  0.2483  -0.3191  0.115
H  -5.5314  -0.8746  -1.2990  0.101

Output
* largest force on an atom: 3.7 eV/A
* multiplicity: 1
* gap between HOMO and LUMO: 0.263 Ha
* charge: +2

The records above give, respectively, total energy values of -98882.0480, -213323.6093 eV.
The records above give, respectively, energy relative to the best compared isomer or geometry (same formula, charge and spin) values of 28.8, 53.1 kcal/mol.